1.
# C19H23NO4

The molecule C19H23NO4 in a non-equilibrium geometry (wB97M-V/def2-TZVPD, the Open Molecules 2025 dataset).

Geometry as XYZ:
```
47
Properties=species:S:1:pos:R:3:mulliken_charge:R:1
C -2.710 -1.510 -1.849 -1.6480
H -1.708 -1.719 -2.215 0.3075
H -3.107 -0.638 -2.360 0.3548
H -3.339 -2.370 -2.061 0.4342
C -2.693 -1.238 -0.344 1.5228
C -4.113 -1.246 0.215 -1.8738
H -4.089 -1.104 1.293 0.3931
H -4.676 -0.437 -0.238 0.3812
H -4.592 -2.196 -0.001 0.4491
C -2.006 0.092 -0.012 -0.4756
O -2.707 1.164 -0.583 -0.6667
H -2.104 1.922 -0.539 0.3042
C -0.538 0.116 -0.494 -0.0934
N 0.026 1.359 -0.014 1.1741
C 0.546 1.382 1.339 -0.5694
C 1.016 2.799 1.690 -0.8269
C 0.198 3.819 0.906 -0.6132
C 0.495 3.665 -0.590 -0.8593
C 0.794 2.193 -0.919 -0.6545
H 0.503 1.973 -1.948 0.4315
H 1.872 2.005 -0.836 0.1788
H 1.359 4.270 -0.866 0.4135
H -0.359 4.021 -1.171 0.2691
H -0.862 3.643 1.099 0.2714
H 0.434 4.831 1.235 0.4168
H 2.070 2.918 1.434 0.3706
H 0.913 2.961 2.764 0.4246
H -0.260 1.080 2.016 0.3989
H 1.381 0.677 1.488 0.0729
C 0.129 -1.188 -0.096 0.0151
C -0.646 -2.272 0.324 0.0204
C -0.032 -3.455 0.771 -0.7291
C 1.329 -3.584 0.765 -0.8882
C 2.133 -2.544 0.282 0.8798
C 1.515 -1.360 -0.154 0.0220
O 2.248 -0.340 -0.654 -0.3554
C 3.616 -0.362 -0.722 0.3834
O 4.168 0.623 -1.148 -0.6179
C 4.271 -1.574 -0.269 -0.6746
C 3.558 -2.614 0.206 -0.6375
H 4.044 -3.519 0.543 0.4228
H 5.346 -1.583 -0.337 0.4300
H 1.799 -4.492 1.112 0.4020
H -0.673 -4.253 1.108 0.4931
O -1.991 -2.286 0.334 -0.4701
H -0.553 0.181 -1.590 0.5217
H -2.008 0.188 1.088 0.4941
```

Properties
SMILES: CC1(C)Oc2ccc3ccc(=O)oc3c2[C@H](N2CCCCC2)[C@H]1O
HOMO in eV: -8.313
Relative energy (zero: lowest compared OMol25 entry of this formula, charge and spin) in kJ/mol: 66.16
LUMO level in hartree: 0.0043

2.
# C19H23NO4S

The molecule C19H23NO4S in a non-equilibrium geometry (wB97M-V/def2-TZVPD, the Open Molecules 2025 dataset).

Geometry as XYZ:
```
48
Properties=species:S:1:pos:R:3:mulliken_charge:R:1
C -0.200 -1.308 2.193 -1.9759
C -0.544 -1.615 0.764 0.6394
C 0.457 -2.033 -0.105 -0.4130
C 0.190 -2.316 -1.431 -0.6940
C -1.102 -2.190 -1.911 -0.8690
C -2.114 -1.799 -1.056 -0.4665
C -1.851 -1.504 0.278 1.2941
C -2.989 -1.097 1.148 -1.2898
H -3.806 -1.816 1.107 0.5211
H -2.721 -0.915 2.183 0.4300
S -3.802 0.454 0.600 1.1840
O -4.245 0.332 -0.759 -0.5996
O -4.792 0.774 1.594 -0.6911
C -2.539 1.806 0.672 -1.1161
C -1.466 1.572 -0.303 0.4931
C -1.492 1.513 -1.669 -0.4885
C -0.182 1.183 -2.074 -0.8363
C 0.561 1.068 -0.929 0.9248
C 1.986 0.725 -0.767 -0.3405
O 2.692 0.463 -1.723 -0.6888
N 2.396 0.727 0.523 0.0680
H 1.709 0.965 1.219 0.3578
C 3.745 0.445 0.969 -0.3330
C 4.248 -0.954 0.581 -0.5446
C 5.781 -0.852 0.603 -0.6746
H 6.202 -1.403 1.443 0.2572
H 6.201 -1.271 -0.310 0.3096
C 6.110 0.648 0.717 -0.6496
H 6.928 0.938 0.060 0.3749
H 6.397 0.893 1.741 0.3143
C 4.810 1.363 0.362 -0.8137
H 4.762 2.378 0.755 0.3851
H 4.670 1.390 -0.717 0.3610
H 3.897 -1.171 -0.427 0.2481
H 3.875 -1.724 1.256 0.3140
H 3.748 0.553 2.058 0.4664
O -0.222 1.307 0.155 -0.3346
H 0.181 1.046 -3.071 0.5876
H -2.350 1.665 -2.288 0.5340
H -2.172 1.840 1.693 0.3611
H -3.124 2.696 0.450 0.4994
H -3.124 -1.695 -1.421 0.4565
H -1.323 -2.403 -2.946 0.4301
H 0.990 -2.624 -2.086 0.4027
H 1.466 -2.135 0.265 0.4555
H -0.445 -0.276 2.441 0.3045
H 0.864 -1.456 2.360 0.3543
H -0.744 -1.962 2.874 0.4906
```

Properties
SMILES: Cc1ccccc1CS(=O)(=O)Cc1ccc(C(=O)NC2CCCC2)o1
HOMO in eV: -8.517
Relative energy (zero: lowest compared OMol25 entry of this formula, charge and spin) in kJ/mol: 93.46
LUMO level in hartree: 0.0150

3.
# C19H24AsBrF6NO2PbS

A structure of composition C19H24AsBrF6NO2PbS in a non-equilibrium geometry (wB97M-V/def2-TZVPD, the Open Molecules 2025 dataset).

Geometry as XYZ:
```
56
Properties=species:S:1:pos:R:3:mulliken_charge:R:1
Pb 1.446 -3.379 -1.320 1.1886
O 3.305 -2.579 -0.680 -0.7014
N 3.641 -1.994 0.502 0.5391
C 4.951 -1.669 0.570 -0.1875
C 5.505 -1.126 1.724 -0.6692
C 4.630 -0.879 2.805 -0.2672
C 3.274 -1.160 2.657 -0.6314
C 2.759 -1.823 1.503 0.5995
S 1.181 -2.576 1.598 0.0182
H 5.474 -1.928 -0.350 0.4529
H 6.574 -0.862 1.768 0.4181
H 4.983 -0.442 3.733 0.4307
H 2.618 -0.903 3.479 0.4516
C -4.143 3.013 -1.690 -1.5461
C -4.151 2.094 -0.463 1.8623
C -5.366 1.161 -0.533 -2.0958
C -4.269 2.976 0.802 -1.5643
C -2.832 1.355 -0.419 -0.2025
C -2.747 -0.048 -0.410 -0.5548
C -1.516 -0.664 -0.477 -0.2928
Br -1.629 -2.591 -0.610 -0.1768
C -0.238 0.056 -0.591 0.9551
O 0.813 -0.550 -0.931 -0.4913
C -0.349 1.515 -0.366 -0.1573
C -1.625 2.055 -0.332 -0.0906
C 0.892 2.394 -0.375 1.9636
C 0.523 3.886 -0.569 -2.1112
C 1.857 1.987 -1.524 -1.5454
C 1.658 2.168 0.941 -1.3344
H -5.065 3.549 -1.800 0.4798
H -3.986 2.447 -2.631 0.3384
H -3.318 3.742 -1.597 0.3321
H -6.315 1.697 -0.513 0.3901
H -5.405 0.476 0.316 0.4331
H -5.359 0.559 -1.446 0.4309
H -5.219 3.531 0.815 0.4466
H -3.472 3.727 0.824 0.3423
H -4.184 2.385 1.709 0.3558
H -3.637 -0.658 -0.447 0.5907
H -1.723 3.163 -0.239 0.1893
H -0.073 4.061 -1.487 0.4268
H 1.439 4.477 -0.654 0.4219
H -0.044 4.298 0.266 0.3714
H 1.331 1.993 -2.486 0.3720
H 2.215 0.966 -1.371 0.1942
H 2.660 2.710 -1.597 0.4854
H 1.066 2.483 1.791 0.3687
H 2.606 2.720 0.927 0.4271
H 1.846 1.099 1.052 0.1492
F 1.033 -5.254 0.186 -0.5360
As 1.056 -7.106 -0.272 2.0339
F 1.139 -7.358 1.458 -0.4530
F -0.700 -7.012 -0.187 -0.4466
F 1.082 -8.794 -0.733 -0.4403
F 0.986 -6.500 -1.980 -0.5040
F 2.820 -6.886 -0.345 -0.4597
```

Properties
Total charge: +1
HOMO (spin up / spin down) in eV: -12.726 / -11.837
Relative energy (zero: lowest compared OMol25 entry of this formula, charge and spin) in kJ/mol: 0.00
LUMO level (spin up / spin down) in hartree: -0.2043 / -0.2624

4.
# C19H24AsN5ORu

A structure of composition C19H24AsN5ORu (wB97M-V/def2-TZVPD, the Open Molecules 2025 dataset).

Geometry as XYZ:
```
51
Properties=species:S:1:pos:R:3:mulliken_charge:R:1
Ru -0.109 0.315 0.371 1.2583
C 1.057 -0.363 2.966 -0.9390
N -0.206 0.261 2.415 0.0451
C -1.505 -0.361 2.894 -0.7317
C -2.282 -0.777 1.697 0.0189
N -1.707 -0.674 0.442 0.2143
C -2.655 -1.174 -0.483 0.6300
C -2.609 -1.330 -1.861 -0.6712
C -3.740 -1.870 -2.457 -0.7581
C -4.862 -2.244 -1.710 -0.5523
C -4.904 -2.095 -0.325 -0.9744
C -3.778 -1.552 0.250 0.8305
N -3.474 -1.280 1.609 0.0288
C 1.739 -1.080 1.849 0.1680
N 1.273 -0.926 0.558 0.3382
C 2.121 -1.685 -0.288 0.6715
C 2.105 -1.914 -1.651 -0.7150
C 3.105 -2.743 -2.149 -0.7693
C 4.067 -3.321 -1.315 -0.5665
C 4.077 -3.098 0.054 -0.9767
C 3.081 -2.271 0.533 0.8654
N 2.785 -1.851 1.855 0.0278
H 1.699 0.429 3.357 0.4674
H 0.825 -1.034 3.794 0.4334
H -0.213 1.230 2.736 0.3653
H -1.292 -1.213 3.541 0.4088
H -2.054 0.375 3.485 0.5271
H -1.749 -1.056 -2.460 0.3767
H -3.754 -2.011 -3.529 0.4468
H -5.718 -2.664 -2.222 0.4507
H -5.768 -2.394 0.254 0.4648
H -4.099 -1.473 2.390 0.3106
H 1.360 -1.489 -2.312 0.3976
H 3.137 -2.952 -3.209 0.4503
H 4.820 -3.966 -1.747 0.4561
H 4.821 -3.552 0.696 0.4653
H 3.308 -2.136 2.680 0.2985
C 0.128 3.498 -2.549 -0.9514
As 0.714 3.640 -0.736 0.6403
C -0.277 4.935 0.239 -1.0642
C 2.593 3.890 -0.587 -1.0568
O 0.409 2.082 0.104 -0.8615
H 0.921 3.883 -3.190 0.3909
H -0.775 4.094 -2.674 0.3835
H -0.072 2.461 -2.809 0.3276
H -0.063 5.905 -0.217 0.4379
H 0.044 4.947 1.279 0.3793
H -1.342 4.727 0.154 0.3969
H 2.823 4.809 -1.134 0.4478
H 3.120 3.056 -1.047 0.3903
H 2.871 4.011 0.458 0.3775
```

Properties
Total charge: +4
HOMO in eV: -20.344
LUMO level in hartree: -0.5593

Record-wise E values, in eV: -29756.855; -40591.733; -188940.714; -92969.365